Entry 1:
The following is a quantum chemistry calculation of a structure of composition C29H40NO2P2SiY at a distorted geometry, from the Open Molecules 2025 dataset.

```
76
Properties=species:S:1:pos:R:3:forces:R:3:mulliken_charge:R:1
Y -0.748197 1.117523 -0.151362 0.4 0.1 -0.6 -1.4548
P -1.128987 -0.016541 -2.705214 0.1 0.3 -0.5 1.6375
P 1.216837 2.517278 1.061648 -0.1 0.2 -0.1 1.4912
Si 0.305495 -1.723185 0.617025 -0.6 0.3 0.8 0.5251
O -2.176081 1.855423 1.878065 -0.5 -0.7 0.3 -0.8735
O -1.959107 4.588042 1.561103 -1.0 -0.1 0.3 -0.6887
N 0.031336 2.720373 -1.817795 -0.4 -2.1 1.5 0.2282
C 0.315464 4.962680 -3.455045 0.0 0.9 -0.9 -0.8616
C 0.444282 5.065228 -2.076086 0.3 -0.5 1.2 -0.6393
C 0.546811 4.030209 0.214771 -0.1 0.5 0.3 -1.3928
C 3.718052 -4.551637 -0.870072 -0.3 0.3 0.0 -0.5130
C 0.098962 -1.520067 4.771780 0.0 0.0 -0.1 -0.6640
C 3.386558 -3.401334 -1.591221 -0.1 0.0 0.0 -0.6381
C -2.863588 0.112217 -3.281112 -0.4 -0.2 0.1 -1.5497
C -1.493970 -3.890977 0.592787 -0.4 -0.1 -0.1 -0.3689
C 0.680067 -1.424764 2.416532 0.0 0.1 0.0 0.6976
C 0.892138 2.830436 2.825571 0.2 0.2 0.3 -1.2642
C -1.386582 -2.501490 0.439116 -0.2 -0.2 -0.2 1.0209
C -0.603352 -1.587547 -3.486588 0.0 -0.3 0.0 -1.3194
C 2.331524 -2.580167 -1.172365 0.3 -0.5 0.3 -0.2544
C 1.380263 -1.087433 5.125516 0.0 0.0 -0.3 -0.5023
C 2.991196 -4.878043 0.274234 -0.3 0.1 0.2 -0.8738
C -0.255773 -1.679993 3.429026 0.2 0.1 0.5 -0.3757
C 2.302949 -0.800979 4.114871 -0.1 0.1 -0.1 -0.6862
C -3.883714 -3.786605 0.190901 0.2 0.3 0.1 -0.5818
C -0.081677 2.606297 -3.165378 0.0 0.7 -2.0 0.4173
C 1.958021 -0.962005 2.769178 -0.1 0.0 0.5 -0.5027
C -2.546176 -1.761604 0.162040 -0.1 -0.2 -0.1 0.3216
C 1.609861 -2.891556 -0.004648 0.5 -0.1 -0.4 0.2684
C 1.949518 -4.050273 0.717401 0.4 -0.1 -0.4 -0.1328
C 0.349664 3.928079 -1.285430 0.5 1.8 -0.2 0.7052
C -3.782253 -2.399218 0.019559 0.0 -0.2 0.1 -0.9363
C -0.320478 1.239468 -3.791822 0.2 0.2 0.0 -1.2750
C 3.014602 2.718735 0.926542 0.5 -0.1 0.0 -1.4548
C -2.735154 -4.525091 0.490607 0.0 0.1 0.0 -0.5821
C 0.071462 3.705812 -4.006479 -0.3 -1.2 0.5 -0.6761
H 3.233545 -5.779664 0.838802 0.0 0.2 -0.1 0.3842
H -2.940149 -0.148524 -4.344964 0.0 0.1 0.2 0.4757
H -1.267777 -2.009153 3.171832 0.4 0.0 0.1 0.3785
H 4.538928 -5.185328 -1.199101 -0.2 0.1 0.1 0.3716
H 3.522762 1.837720 1.351222 -0.2 0.3 -0.1 0.3359
H 2.083553 -1.681834 -1.743513 0.1 -0.2 0.2 0.4169
H 1.305554 4.796877 0.438681 -0.3 0.1 -0.2 0.5164
H -0.935362 1.365452 -4.697546 0.3 -0.1 0.2 0.4777
H 1.419784 -4.312897 1.640759 0.2 0.2 -0.3 0.3606
H -2.593752 1.312012 2.579111 0.5 0.4 -0.5 0.2374
H 1.659381 -0.969851 6.175121 -0.1 -0.1 -0.3 0.3762
H 2.679299 -0.722340 1.985678 -0.1 -0.2 0.2 0.4263
H 3.313747 2.812267 -0.127433 -0.2 0.0 0.3 0.3530
H 0.647848 6.026868 -1.598019 0.0 -0.3 -0.1 0.4359
H -2.806700 -5.599826 0.648036 0.0 0.2 -0.1 0.3862
H -0.623417 -1.736867 5.557774 0.1 0.0 -0.2 0.3889
H -0.009106 3.562221 -5.084454 0.0 0.1 0.3 0.4276
H -2.227099 3.677497 1.822014 0.1 0.6 -0.2 0.3803
H 3.957367 -3.144061 -2.485653 -0.2 -0.1 0.2 0.3973
H -2.489687 -0.664623 0.014687 -0.3 -0.8 0.1 0.1837
H 3.330426 3.614243 1.481023 0.0 -0.2 -0.2 0.4274
H -4.858811 -4.279718 0.109735 0.4 0.2 0.0 0.3420
H -0.934035 -2.425683 -2.855773 0.1 0.2 -0.2 0.3145
H -3.230199 1.136278 -3.117297 0.2 -0.3 0.0 0.3248
H -2.691189 4.935519 1.029452 0.2 -0.1 0.2 0.3049
H 0.646715 0.808834 -4.108423 -0.2 0.1 0.2 0.3616
H -3.496286 -0.575227 -2.697886 0.1 0.2 -0.2 0.3261
H 3.301280 -0.457592 4.381765 -0.2 0.0 -0.1 0.3797
H -2.727831 1.681845 1.029142 0.0 0.1 -0.1 0.3181
H -0.596216 -4.486811 0.785509 -0.4 0.2 -0.1 0.1306
H -0.412735 4.379982 0.693304 1.1 -0.7 -0.3 0.3248
H -1.042827 -1.709409 -4.487004 0.1 0.1 0.2 0.4494
H 0.605897 -0.496284 -0.229596 0.5 0.1 -0.6 0.1125
H 1.486233 3.686401 3.161851 -0.1 -0.1 0.1 0.4508
H -0.169502 3.036933 2.996332 0.2 0.0 -0.1 0.2450
H -4.675049 -1.818474 -0.214267 0.2 -0.1 0.0 0.4191
H 0.490860 -1.633969 -3.572710 -0.3 0.1 0.1 0.3295
H -2.722239 1.412824 -0.376751 -0.8 0.2 0.1 -0.1168
H 0.427078 5.837646 -4.094554 -0.1 -0.2 0.2 0.3624
H 1.169736 1.939422 3.405459 0.0 0.2 -0.1 0.2319
```
Forces are in eV/Å.

Results
- E_HOMO (spin up / spin down) (Ha) = -0.156 / -0.138
- charge = 0
- calculated total energy (eV) = -63803.684
- HOMO-LUMO gap (spin up / spin down) (eV) = 4.61 / 4.09

---

Entry 2:
The following is a quantum chemistry calculation of an isolated molecule of C18H15F3O2S at a distorted geometry, from the Open Molecules 2025 dataset.

```
39
Properties=species:S:1:pos:R:3:forces:R:3:nbo_charge:R:1
S 0.064975 -0.424563 -1.420636 -0.1 0.1 0.1 0.3207
F 0.499024 3.867030 -2.648632 0.9 -0.5 -0.7 -0.3280
F 1.028884 1.982588 -3.625966 0.3 0.6 -0.1 -0.3033
F 2.415931 3.736703 -3.804910 -1.6 -1.1 0.8 -0.3364
O -2.907043 -4.097101 0.251606 0.2 1.1 -0.6 -0.5196
O -4.817155 -2.249129 1.573771 0.5 -0.2 -0.1 -0.5195
C 4.402748 2.538303 -0.428615 0.0 -0.9 0.0 -0.2276
C -2.797648 -2.711293 0.296210 -0.3 -0.7 0.5 0.3184
C -3.565586 -4.781411 1.286957 -0.2 0.1 0.4 -0.2408
C -1.373875 -0.910414 -0.494398 -1.1 1.1 0.7 -0.1794
C 3.656723 2.964504 -1.507375 -0.8 1.0 -0.6 -0.1652
C 1.539882 3.031849 -2.973353 0.8 1.1 1.1 0.9832
C -2.079774 1.545343 -0.223275 -0.1 -1.1 0.2 -0.4599
C -2.253528 0.031912 0.098220 -0.1 0.4 -0.3 -0.0222
C 2.288079 2.617733 -1.701128 1.4 -1.1 0.7 -0.1374
C -5.965155 -1.421018 1.645194 -0.8 -0.1 0.0 -0.2509
C -0.658080 1.991170 -0.311804 1.4 -1.4 -0.7 -0.1647
C -3.363541 -0.410880 0.873747 0.9 -0.6 -1.0 -0.2599
C 1.746452 1.694247 -0.764171 0.5 0.3 -0.8 -0.0313
C 0.347381 1.222786 -0.829658 -2.0 1.0 1.0 -0.1903
C 3.841912 1.639052 0.465860 -0.5 -0.1 0.1 -0.1711
C 2.535243 1.199602 0.284627 -0.2 -0.1 0.3 -0.1999
C -1.672996 -2.255725 -0.371403 0.3 0.3 -0.1 -0.2540
C -3.670935 -1.790022 0.940507 -0.1 0.6 -0.2 0.2178
H -5.866873 -0.569625 2.329675 0.1 -0.4 0.3 0.1728
H -4.029323 0.321091 1.343898 0.3 -0.3 -0.3 0.2214
H -3.259947 -5.838308 1.235208 -0.1 0.5 0.0 0.1898
H 4.408053 1.302553 1.318657 0.1 -0.2 0.1 0.2157
H -6.848079 -2.063001 1.929950 1.2 0.6 -0.1 0.2028
H -4.636112 -4.668305 1.139804 -0.2 -0.3 0.3 0.1841
H -2.606375 1.822378 -1.148600 0.0 -0.3 0.0 0.2282
H 5.469258 2.750052 -0.345514 -0.4 0.4 0.0 0.2223
H -2.566886 2.103019 0.558102 -0.3 0.3 0.4 0.2181
H -0.428846 2.967035 0.096702 0.2 0.0 -0.1 0.2180
H -6.210217 -0.973023 0.687674 0.1 -0.1 -0.5 0.1799
H 4.146138 3.686035 -2.156962 -0.3 -0.3 -0.3 0.2290
H 2.074691 0.447507 0.966374 0.5 0.8 -0.6 0.2312
H -3.270774 -4.339734 2.244246 -0.2 -0.3 0.1 0.1763
H -1.011353 -2.981620 -0.825307 -0.1 -0.2 0.1 0.2314
```
Forces are in eV/Å.

Results
- E_HOMO (Ha) = -0.284
- charge = 0
- calculated total energy (eV) = -41990.949
- SMILES string = COc1cc2c(cc1OC)SC(c1ccccc1C(F)(F)F)=CC2
- HOMO-LUMO gap (eV) = 8.42
- ΔE to the lowest compared entry with this formula, charge and spin (eV) = 0.000

---

Entry 3:
The following is a quantum chemistry calculation of a cluster of 2 separate species, C2HCl2N in total at a distorted geometry, from the Open Molecules 2025 dataset.

```
6
Properties=species:S:1:pos:R:3:forces:R:3:nbo_charge:R:1
Cl 1.129931 1.471823 -0.684566 0.5 0.3 -0.4 0.0237
Cl -2.820738 -0.345839 -0.899310 0.5 -0.3 0.4 0.2977
N -1.439859 -0.868695 -0.174975 2.4 -0.1 0.1 -0.5924
C 1.226651 0.719926 0.823108 0.9 -1.4 0.8 -0.2311
C -0.275393 -1.000971 0.082710 -2.9 0.2 -0.2 0.3693
H 2.179408 0.023758 0.853034 -1.4 1.2 -0.6 0.1328
```
Forces are in eV/Å.

Results
- E_HOMO (Ha) = -0.322
- charge = 0
- calculated total energy (eV) = -28618.460
- HOMO-LUMO gap (eV) = 7.98
- ΔE to the lowest compared entry with this formula, charge and spin (eV) = 5.892

---

Entry 4:
The following is a quantum chemistry calculation of a structure of composition C39H43ClP2Si2V at a distorted geometry, from the Open Molecules 2025 dataset.

```
88
Properties=species:S:1:pos:R:3:forces:R:3:mulliken_charge:R:1
V -0.514785 -0.712064 2.075082 4.4 4.1 -1.5 1.2376
Cl 2.939385 1.419682 0.080445 -0.2 0.2 -0.4 -0.4396
P 1.803069 -1.236370 3.252276 -1.2 0.9 0.3 1.3024
P 0.039913 1.532183 3.351573 0.1 -2.0 -0.2 1.6507
Si 0.408387 -0.284125 -3.063059 -0.2 -0.3 -3.4 0.0282
Si 1.181677 0.836109 -0.843890 -1.2 1.4 4.1 0.2577
C -1.768958 -3.808575 -1.743858 -0.1 0.6 -0.2 -0.7486
C 0.540785 3.149044 -5.446842 -0.4 -0.2 0.2 -0.7168
C -0.496391 -1.372267 -1.876141 0.2 0.8 1.4 2.3455
C 0.143422 -1.582663 -5.574722 -0.4 0.4 0.4 -0.4692
C 0.844001 -1.588036 -4.353116 1.2 -0.3 0.4 0.6227
C 1.355118 1.092168 7.256945 0.0 0.0 0.0 -0.7707
C 0.344187 3.394770 -1.426839 -0.2 0.2 -0.4 -0.6295
C -0.138113 2.169156 -0.957185 0.4 -0.2 -0.7 0.8559
C -1.524153 2.018441 -0.747730 0.0 -0.3 0.0 0.1209
C 1.572826 -0.342303 4.860508 -0.3 0.1 -0.3 0.2827
C -0.524530 4.459458 -1.673952 0.0 -0.1 0.1 -0.7143
C -1.454064 1.547448 -4.299808 -0.1 0.4 -0.1 0.1078
C -1.392620 2.492030 3.898102 -0.1 0.4 0.1 -1.8343
C 1.090569 -3.997167 -4.526269 0.3 -0.1 -0.2 -0.3999
C 1.975833 -3.002918 3.623992 0.2 -0.3 0.2 -1.7858
C -1.850219 -1.429911 -2.207522 0.3 -0.1 -0.6 -1.5067
C 0.133948 -2.435391 -1.196552 -0.2 0.1 -0.5 -0.4811
C 0.853714 0.889265 4.890464 0.3 -0.1 -0.2 -0.0722
C -2.390831 3.094851 -0.956506 0.2 0.0 0.0 -0.9141
C 2.148107 -0.838179 6.025912 0.1 0.3 0.4 -0.9910
C 0.891278 2.038234 -4.667774 0.0 0.1 -0.2 -0.5794
C -1.802883 2.669073 -5.065988 0.1 -0.3 0.1 -0.8560
C -2.318203 -1.403895 1.319855 -0.1 -0.8 -0.4 -0.6533
C -0.178703 -2.798704 -6.192230 0.1 0.0 -0.2 -0.5933
C 2.048456 -0.117009 7.226245 -0.1 0.0 -0.2 -0.7448
C 0.253162 -4.013399 -5.651031 0.0 0.5 0.1 -0.6282
C -2.554300 -0.428054 2.321394 -0.1 0.2 0.2 -0.8509
C -0.105440 1.225362 -4.102835 0.0 0.0 1.1 0.8214
C 1.457795 -2.791298 -3.937596 -0.6 -0.2 0.3 -0.6167
C -0.813550 3.464098 -5.651821 0.2 -0.1 0.3 -0.5354
C -1.965949 -0.894620 3.534441 -0.7 -1.2 0.7 -0.5103
C -1.370113 -2.163393 3.276605 -1.9 -1.1 0.1 -0.6969
C -2.448433 -2.680622 -2.240136 -0.1 -0.9 0.4 -0.9170
C 1.142860 2.775182 2.623455 0.0 0.3 0.2 -0.8065
C -1.892076 4.322835 -1.417589 0.2 -0.3 0.1 -0.6718
C -1.591760 -2.479612 1.903428 -1.0 -0.7 1.1 -0.4045
C 3.504114 -0.746829 2.825682 0.3 -0.1 0.0 -1.2171
C -0.506121 -3.659910 -1.152307 -0.3 -0.2 0.1 -0.9702
C 0.763063 1.591428 6.091906 0.1 -0.1 0.1 -0.8684
H -0.207996 -0.625612 -5.995272 0.0 -0.7 0.2 0.3849
H -1.051772 3.502906 4.159471 -0.3 -0.2 0.1 0.5545
H -3.069598 0.501585 2.166318 -0.1 0.1 0.1 0.5568
H -2.857618 2.915347 -5.196325 0.3 -0.1 0.0 0.4455
H 1.972696 0.380239 -1.979721 -0.3 -1.0 -1.9 -0.0818
H 1.270025 1.657284 8.189138 0.1 -0.2 -0.3 0.4134
H -0.014834 -4.521042 -0.698987 -0.1 0.2 -0.1 0.5189
H 0.228451 2.542827 6.125615 0.1 -0.3 0.1 0.4144
H 0.947425 3.734111 3.120659 0.3 -0.1 -0.2 0.5082
H -3.432911 -2.794573 -2.678076 -0.1 0.0 0.2 0.4788
H -3.461529 2.972663 -0.779128 0.3 0.0 0.0 0.4931
H 2.996288 -3.206710 3.970044 -0.3 -0.1 0.0 0.5328
H -2.565156 5.167398 -1.578052 0.2 -0.3 0.0 0.4334
H -1.097887 4.341816 -6.246670 0.2 -0.5 0.3 0.3955
H 2.138470 -2.787649 -3.071546 -0.5 -0.1 -0.4 0.4297
H 1.800107 -3.565891 2.696084 0.1 0.1 0.3 0.3446
H -2.592229 -1.322173 0.284537 -0.2 -0.1 -0.1 0.7554
H 3.672686 0.317080 3.046568 -0.1 -0.3 -0.1 0.3446
H 0.656101 -0.142094 0.178519 0.3 -0.1 -0.5 -0.3661
H -0.118172 5.386673 -2.074289 -0.2 -0.1 0.1 0.4710
H 1.254731 -3.328384 4.385616 0.2 0.1 -0.3 0.4264
H 2.524517 -0.504251 8.128142 -0.2 0.1 -0.2 0.4150
H 0.918501 2.855973 1.551855 0.1 0.1 0.3 0.0736
H -2.240018 0.919940 -3.872338 0.2 0.4 -0.2 0.3370
H -1.939906 1.037176 -0.464429 0.2 0.5 0.0 0.4650
H -2.024857 -0.414907 4.493928 0.2 0.0 0.1 0.6548
H 1.309525 3.777782 -5.886476 -0.1 -0.2 0.1 0.4331
H -2.380717 -0.528262 -2.522702 0.1 -0.4 -0.2 0.3457
H -0.046042 -4.958257 -6.110030 0.1 0.3 0.2 0.4195
H 1.447821 -4.942867 -4.107078 0.0 0.4 -0.2 0.4316
H -2.225552 -4.794178 -1.811184 0.0 0.3 0.1 0.5211
H -0.786142 -2.780859 -7.103351 0.3 0.0 0.3 0.4265
H 4.206693 -1.354208 3.420129 -0.2 0.3 -0.2 0.4595
H 2.698912 -1.781688 6.014126 -0.2 0.3 0.0 0.3706
H -0.880063 -2.797340 3.992085 0.1 0.0 0.1 0.7676
H -1.881752 2.032195 4.764237 0.1 0.1 -0.2 0.4238
H -1.241540 -3.354739 1.381484 0.1 0.0 0.1 0.6379
H 1.403084 3.489772 -1.685742 -0.3 0.2 0.2 0.3635
H -2.110157 2.567328 3.068995 0.2 0.0 0.3 0.3083
H 1.125798 -2.312038 -0.754784 -0.1 -0.1 -0.3 0.5463
H 3.682290 -0.931418 1.766133 0.1 0.0 0.0 0.3885
H 2.187430 2.472825 2.762774 -0.2 0.2 -0.1 0.2473
H 1.951449 1.802731 -4.515276 -0.4 0.1 -0.1 0.4706
```
Forces are in eV/Å.

Results
- E_HOMO (spin up / spin down) (Ha) = -0.466 / -0.445
- charge = +2
- spin multiplicity = 2
- calculated total energy (eV) = -113668.569
- HOMO-LUMO gap (spin up / spin down) (eV) = 6.40 / 5.82
- expectation value of S² = 0.7563